# 1
Formula: C21H15BF2N6O3Se2W
Source: the OMol25 dataset
Level of theory: the ωB97M-V functional and the def2-TZVPD basis

Atoms and positions in Å:
H -1.823900 -0.506900 3.648700
O -0.338500 -0.214800 -1.629100
H 2.018100 -1.008800 6.043500
C -0.037000 -0.224900 -4.441000
H -0.777700 0.920600 3.880300
C 1.064500 -0.317000 -3.591700
C 0.138200 -0.272800 -5.809800
C -5.406500 -0.063800 -0.672600
C 2.331200 -0.942900 2.201300
C 0.959800 -0.914800 4.211000
Se 0.836100 -3.984100 1.063900
H 4.250900 -1.181800 4.989800
C -0.286500 -3.019000 0.226100
N -5.166700 -1.395100 1.391400
C 1.044600 -0.919000 2.810100
O -0.033300 -0.878600 1.994900
H 3.188200 -0.502600 -3.459200
C 3.370700 -1.106000 4.370700
C 2.465600 -0.843100 0.800800
C -3.286500 -0.480200 0.381500
H -1.021700 -0.145900 -4.006500
H 3.453300 -0.904500 0.359500
H -2.694000 1.161500 -2.346500
F 0.829400 1.761300 1.562700
H -0.716900 -0.207700 -6.466300
C 0.857900 -0.352300 -2.149200
C -1.206400 0.038800 4.371700
N -1.123800 -2.411500 -0.376000
H -5.182800 1.071000 -2.465200
C 2.346700 -0.433700 -4.128600
Se -3.818300 -1.873200 2.440000
N -2.574800 0.136600 -0.563200
O -0.200300 -0.783900 4.918800
H 4.445000 -1.074500 2.519400
N -2.597800 -0.970500 1.422900
C 2.513100 -0.482100 -5.497400
N 1.862100 -0.556100 -1.347500
C -4.665200 0.600800 -1.644400
H 3.506300 -0.576900 -5.911600
C 2.123500 -1.020500 4.970500
H -1.824000 0.345900 5.215200
H -6.480100 -0.127800 -0.723400
H 1.555300 -0.471000 -7.407900
N 1.450300 -0.637900 -0.040300
F 0.126700 2.489600 -0.348500
B -0.132200 1.564500 0.604800
C 3.481000 -1.051700 3.002400
C -4.703300 -0.666100 0.379100
C -3.285400 0.669500 -1.588100
W -0.615500 -0.501900 0.303700
C 1.412300 -0.410500 -6.339200

Cartesian forces (eV/Å) of the 2 atoms listed first:
H 0.3 0.3 0.2
O 0.3 0.5 -1.5

The calculation puts the HOMO energy (spin up / spin down) at -7.0 / -6.5 eV. Its relative energy (zero: lowest compared OMol25 entry of this formula, charge and spin) is 55.4 kcal/mol.



# 2
Formula: C21H15BaN6O2
Source: the OMol25 dataset
Level of theory: the ωB97M-V functional and the def2-TZVPD basis

Atoms and positions in Å:
O -1.762202 4.125388 -0.127099
Ba 0.402146 0.089155 0.020093
H -3.020286 5.386866 0.909755
C -3.060606 0.714805 -1.417657
H 0.582262 1.745319 -5.793196
C 0.485168 1.119520 -3.746036
C -1.105870 -0.938364 4.592409
C -0.603858 -0.048201 -5.504216
C -0.643402 -0.035872 5.516363
C -1.512857 -1.410584 1.107762
N -1.129257 -2.081910 0.016527
C -1.747527 2.841309 0.251681
N 0.064749 0.226603 2.847351
C -3.577877 1.781210 -0.753174
H -3.342359 0.515716 -2.446157
O -0.687552 2.250261 0.137852
C 0.183041 1.012463 5.104636
C -3.035753 2.119666 0.617008
C -0.752107 -0.783382 3.229380
H 0.578676 1.734414 5.805015
C 0.505163 1.083137 3.764461
C -2.952258 4.894151 -0.062400
N 0.049918 0.263546 -2.826334
H -3.705040 2.782686 1.170718
N -1.119527 -1.703177 2.321888
C -2.735581 0.872912 1.399303
C -2.237698 -0.195418 -0.727640
H 1.164948 1.862579 3.394709
C -1.527925 -1.363275 -1.108530
H -2.861962 5.645232 -0.844131
H -0.915077 -0.140836 6.560268
C 0.191183 1.022522 -5.091158
H -2.816724 0.873187 2.478285
N -1.088347 -1.698227 -2.298073
C -2.257488 -0.170561 0.697962
C 3.157068 0.083963 -0.008253
H -1.738328 -1.769477 4.869719
H -1.671436 -1.797848 -4.853849
N 4.317390 0.101636 -0.021201
C -0.735353 -0.770511 -3.210539
C -1.063433 -0.948681 -4.576389
H -4.295408 2.447651 -1.213665
H 1.118962 1.919585 -3.375642
H -3.845263 4.297073 -0.241888
H -0.854298 -0.172904 -6.551250

Cartesian forces (eV/Å) of the 2 atoms listed first:
O 0.1 -0.2 0.0
Ba 3.6 0.2 -0.1

The calculation puts the HOMO energy at -4.1 eV. As for the charge: -1. Its relative energy (zero: lowest compared OMol25 entry of this formula, charge and spin) is 31.2 kcal/mol.



# 3
Formula: C21H15Cl2N3O2
Source: the OMol25 dataset
Level of theory: the ωB97M-V functional and the def2-TZVPD basis

Atoms and positions in Å:
C -0.489066 3.958775 0.491578
Cl 0.980241 -3.775888 2.329591
C 3.869530 -0.411739 -0.315304
H -0.415551 7.822954 0.729281
H -0.215357 1.931571 1.216525
C 1.442391 3.701897 -0.812567
C 4.706302 5.054437 -1.883595
H 4.720952 5.929434 -2.538860
O 0.982510 1.236532 3.138462
C 2.427840 -1.985648 0.913078
Cl 0.092716 -1.363286 4.195968
C -0.436275 6.735021 0.657666
H -2.230068 4.019706 1.757034
H 1.232889 6.639114 -0.717166
O 2.840227 -2.909990 0.217139
H 2.726929 2.687590 -3.082722
C 2.392417 0.470216 1.404393
H -1.148956 2.021201 -0.294623
C 4.612273 3.754490 -2.693798
C 1.479262 -2.178150 2.045357
H 5.606921 5.078304 -1.266004
C 1.442816 0.272866 2.519713
H 3.578210 2.156381 -1.620945
H 4.545280 3.958214 -3.765506
N 4.687446 -0.260899 -1.141883
C 0.966260 2.429634 -0.542387
C 0.518078 6.073384 -0.125580
C 3.329120 3.041361 -2.233777
C 1.069017 -1.134168 2.823876
C -0.303848 2.460060 0.256749
H 3.698449 4.974749 0.067463
H -2.167704 6.526107 1.945188
C -1.422978 6.005872 1.342287
N 3.576455 2.768022 1.258161
C 3.023277 1.736529 1.320246
C 3.448629 5.116842 -0.999176
H 2.954645 6.085633 -1.107790
N 2.589757 4.031910 -1.454678
C 2.880325 -0.598409 0.689602
H 1.418768 1.524457 -0.939773
H 5.483830 3.118750 -2.523469
C -1.458811 4.602438 1.246791
C 0.520559 4.678876 -0.160247

Cartesian forces (eV/Å) of the 2 atoms listed first:
C -0.1 -0.4 0.2
Cl 0.0 0.0 0.0

The calculation puts the HOMO energy at -7.4 eV. Its relative energy (zero: lowest compared OMol25 entry of this formula, charge and spin) is 0.0 kcal/mol.



# 4
Formula: C21H15Cl2N5O2
Source: the OMol25 dataset
Level of theory: the ωB97M-V functional and the def2-TZVPD basis

Atoms and positions in Å:
N 1.695650 0.806325 1.043859
C -1.277512 -1.863313 -3.816915
H -1.000071 -0.843758 -3.954931
C 2.422214 5.253126 1.571838
Cl -3.824623 -0.351989 5.151682
C -0.544551 -1.142364 1.956354
H 3.156339 5.438453 2.348797
C 1.966950 3.802837 1.603218
C 1.814057 1.861675 0.122834
C -2.636055 -0.125529 2.641160
Cl -3.091630 -4.772056 -5.929889
N 1.320953 1.542182 -1.076759
C -0.149647 -2.193085 -0.268906
H -2.202803 -2.003466 -5.719050
C -0.891312 -2.477979 -2.639285
C -0.200779 -1.689740 -1.574292
N 1.079499 -0.222688 0.323718
H -0.817410 -4.454178 -1.655995
C -2.508209 -0.621183 3.950707
C -1.376436 -1.364544 4.254314
C 0.866138 0.226569 -0.945576
H -3.514062 0.425270 2.350067
H 0.470564 -2.163404 3.550621
H -1.825865 0.033760 0.644461
H 1.241520 1.001030 1.941941
C -1.211917 -3.863122 -2.508698
N 2.257059 3.131021 0.437088
C -1.867707 -4.550511 -3.512965
N 0.259546 -0.456871 -1.886855
H 1.568798 5.901637 1.641815
C 3.053403 5.372986 0.156534
H -2.101761 -5.621479 -3.483112
C -2.276278 -3.870376 -4.666877
O 3.518750 3.649788 -1.454606
C -1.702480 -0.393710 1.651096
H 2.438512 6.054463 -0.474505
H -0.598908 -3.170105 -0.005053
C -0.408914 -1.613955 3.263569
C 0.497397 -1.423003 0.882094
H 4.096968 5.702073 0.206775
H -1.229764 -1.748977 5.272092
C 2.936786 3.958934 -0.404320
O 1.271959 3.413354 2.539901
H 1.262349 -2.044602 1.297042
C -1.936717 -2.529498 -4.824985

Cartesian forces (eV/Å) of the 2 atoms listed first:
N 0.2 0.7 0.3
C 0.4 0.0 0.3

The calculation puts the HOMO energy at -7.6 eV. Its relative energy (zero: lowest compared OMol25 entry of this formula, charge and spin) is 0.0 kcal/mol.



Which value of relative energy (zero: lowest compared OMol25 entry of this formula, charge and spin) does entry 2 give?
31.2 kcal/mol



relative energy (zero: lowest compared OMol25 entry of this formula, charge and spin) of number 3 (C21H15Cl2N3O2)?
0.0 kcal/mol



What is the relative energy (zero: lowest compared OMol25 entry of this formula, charge and spin) in the fourth record?
0.0 kcal/mol